64
Properties=species:S:1:pos:R:3 method="wB97M-V/def2-TZVPD" total_charge=0 gap_ev=6.91 homo_energy_ev=-7.14 total_energy_ev=-120056.5360
Ag -0.755 -0.763 0.816
I -2.742 1.501 0.308
C -2.116 3.231 -0.727
C -2.907 4.375 -0.461
C -2.493 5.630 -0.971
C -1.453 5.716 -1.868
C -0.776 4.539 -2.299
C 0.284 4.691 -3.212
C 1.054 3.652 -3.644
C 0.877 2.418 -2.925
C -0.055 2.207 -1.927
P 0.159 0.565 -1.108
C 0.158 -0.542 -2.596
C -1.018 -1.090 -3.097
C -0.939 -2.015 -4.166
C 0.258 -2.451 -4.671
C 1.446 -1.781 -4.252
C 1.389 -0.836 -3.256
C 1.960 0.553 -0.725
C 2.648 -0.660 -0.601
C 4.004 -0.703 -0.314
C 4.730 0.492 -0.214
C 4.037 1.699 -0.314
C 2.627 1.708 -0.320
C -0.980 3.311 -1.628
H -3.851 4.253 0.022
H -3.047 6.517 -0.726
H -1.204 6.594 -2.437
H 0.409 5.715 -3.695
H 1.812 3.691 -4.438
H 1.526 1.558 -3.208
H -1.948 -0.706 -2.733
H -1.890 -2.399 -4.549
H 0.378 -3.200 -5.486
H 2.382 -2.121 -4.667
H 2.258 -0.284 -3.016
H 2.059 -1.526 -0.813
H 4.493 -1.704 -0.244
H 5.795 0.452 0.014
H 4.537 2.661 -0.262
H 2.025 2.670 -0.264
Cl 0.704 0.268 3.598
C 1.281 -1.356 3.000
C 0.656 -1.957 1.950
C 0.901 -3.238 1.571
Cl -0.019 -4.044 0.328
C 1.841 -3.994 2.303
Cl 2.078 -5.688 2.076
C 2.472 -3.378 3.456
Cl 3.516 -4.310 4.471
C 2.279 -2.030 3.731
Cl 3.215 -1.166 4.924
C -5.010 -2.662 4.279
N -3.699 -2.091 3.986
C -2.645 -2.157 4.970
C -3.377 -1.693 2.778
O -2.273 -1.191 2.480
H -5.478 -2.926 3.324
H -5.578 -1.881 4.814
H -4.939 -3.575 4.912
H -2.068 -1.193 5.043
H -1.965 -2.958 4.705
H -2.905 -2.480 5.980
H -4.118 -1.919 1.995

---

62
Properties=species:S:1:pos:R:3 method="wB97M-V/def2-TZVPD" total_charge=+1 gap_ev=9.01 homo_energy_ev=-12.30 total_energy_ev=-184118.3798
C 4.399 -3.287 0.913
C 2.965 -3.048 0.350
C 2.554 -1.582 0.744
O 1.435 -1.067 -0.014
P 1.705 0.282 -0.927
C 2.280 -0.099 -2.681
C 2.409 -1.634 -2.979
C 1.092 -2.453 -2.820
N 1.328 -3.898 -2.600
C 2.676 1.664 -0.143
Br 2.644 1.637 1.848
C 4.109 1.931 -0.724
C 4.030 2.806 -2.050
Br 5.252 0.351 -0.890
Si -0.378 1.116 -1.234
C -1.406 0.078 -2.441
C -0.128 2.834 -2.067
C -1.266 1.416 0.425
H 4.436 -3.174 2.016
H 5.099 -2.523 0.504
H 4.802 -4.268 0.596
H 2.860 -3.251 -0.730
H 2.294 -3.771 0.865
H 2.196 -1.673 1.796
H 3.443 -0.927 0.799
H 3.250 0.369 -2.921
H 1.552 0.311 -3.420
H 3.273 -2.026 -2.410
H 2.697 -1.710 -4.051
H 0.387 -2.057 -2.064
H 0.557 -2.373 -3.796
H 0.803 -4.464 -3.252
H 1.010 -4.085 -1.655
H 2.114 2.597 -0.376
H 4.598 2.596 0.016
H 2.996 2.986 -2.383
H 4.605 3.738 -1.890
H 4.614 2.242 -2.809
H -0.859 -0.132 -3.380
H -1.774 -0.877 -2.018
H -2.294 0.694 -2.708
H -1.046 3.137 -2.601
H 0.137 3.567 -1.279
H 0.736 2.760 -2.768
H -0.959 2.408 0.808
H -2.353 1.499 0.193
H -1.141 0.604 1.163
C -7.871 0.198 3.636
C -6.684 -0.734 3.498
O -5.569 -0.071 2.883
C -4.874 0.735 3.685
O -5.087 0.937 4.847
O -3.902 1.301 2.959
C -3.131 2.261 3.681
H -8.122 0.643 2.672
H -8.739 -0.341 4.016
H -7.650 1.018 4.321
H -6.944 -1.564 2.842
H -6.392 -1.160 4.459
H -2.742 1.843 4.609
H -3.734 3.145 3.885
H -2.291 2.548 3.053